No. 1
A molecular structure, C8H14I2MoN3O3S, computed with wB97M-V/def2-TZVPD.

The geometry in ORCA input format:
```
! wB97M-V def2-TZVPD RIJCOSX def2/J DEFGRID3
* xyz 3 1
H -5.620 -12.968 4.051
S -1.267 4.527 -3.811
H 4.909 1.863 -0.580
N -0.286 3.420 -1.757
H 0.731 1.788 -2.684
H -1.054 3.610 4.064
C -1.037 4.435 -2.150
C 0.128 2.668 -2.841
O -0.142 1.292 0.345
H 5.011 4.525 -0.829
H 3.960 4.789 -2.201
H -1.461 5.162 -1.474
N -5.628 -12.520 3.141
Mo 0.308 2.841 0.236
I 1.312 3.449 2.770
H 3.415 5.313 -0.593
N -4.292 -12.361 2.696
C 3.964 4.546 -1.132
O 2.183 3.104 -0.554
C -3.957 -11.145 2.513
H 3.496 1.103 -1.351
H -3.624 -13.115 2.529
C -0.322 3.124 -4.031
H -0.153 2.704 -5.010
C 3.347 3.207 -0.974
H -0.496 5.270 3.616
C -0.599 4.236 3.304
I -1.759 4.138 1.512
O -3.679 -10.066 2.349
C 4.120 1.993 -1.329
H -6.139 -13.067 2.455
H 4.632 2.137 -2.281
*
```

Computed properties:
LUMO energy: -8.507 eV
Gap between HOMO and LUMO: 8.34 eV
Max |F|: 0.31 eV/Å
Energy relative to the best compared isomer or geometry (same formula, charge and spin): 0.0 kJ/mol



No. 2
10 unconnected molecules or ions with the total composition C37H77N3O10 at a distorted geometry, computed with wB97M-V/def2-TZVPD.

The geometry in ORCA input format:
```
! wB97M-V def2-TZVPD RIJCOSX def2/J DEFGRID3
* xyz 0 1
C -4.353 -1.532 3.051
C 4.994 -0.233 1.100
C -1.114 0.146 0.956
H 4.994 -0.693 3.307
N 2.667 1.014 -4.736
H 2.408 -4.696 -2.673
H -1.931 0.676 1.477
C 1.378 1.713 -5.082
H -3.206 1.441 -5.881
C -3.499 -0.083 4.735
H -0.944 4.597 -0.532
C -4.333 -0.081 3.452
H -1.028 -4.740 -1.369
C 0.244 -4.289 1.535
C 1.812 -4.162 -3.408
H 4.210 0.669 -3.341
O 1.456 -3.063 6.826
H 2.996 -2.510 -2.595
C -2.838 0.531 -2.654
C 2.899 -1.355 6.083
H -2.664 1.307 -1.932
H 2.793 -2.083 8.099
H 4.879 -1.645 -0.687
H 1.058 -1.318 -2.680
H -0.203 4.675 -2.490
H -2.243 -1.862 2.894
N 1.037 4.923 -0.799
N -3.364 1.003 -3.939
H -4.345 -1.748 1.996
C 2.719 -2.461 7.115
H -3.798 4.587 -2.243
H 1.066 0.582 -0.866
H 3.722 -3.216 0.610
H -1.971 -5.508 0.081
O 0.464 -4.043 -2.870
H 3.555 -1.742 5.327
H -5.385 4.416 -0.249
H -2.381 -3.309 0.738
H 4.478 0.704 1.237
C -2.698 0.890 -5.069
H 0.917 -4.880 -0.436
H -3.513 -0.204 -2.223
H 0.421 2.168 -1.003
H 1.255 -3.993 1.775
C -1.481 -3.416 0.205
O 3.730 -1.833 2.234
H 5.975 -0.001 0.795
H -0.158 -3.290 -4.648
H 3.029 5.037 -1.131
H 1.529 -1.591 4.504
O 0.097 4.652 1.271
C -3.825 4.202 1.099
H 1.103 2.187 -4.126
C 1.077 -1.920 -3.592
C 3.256 0.309 -5.803
O -2.730 -1.253 4.789
H -1.530 -2.692 -0.616
C -3.046 -2.040 3.624
C 2.366 4.846 -0.259
H 0.636 0.991 -5.452
H -0.345 -4.680 2.325
H 1.337 3.813 -2.645
O 3.100 2.362 -2.942
C -3.416 4.692 -1.220
H -3.049 4.835 1.576
C 3.425 -2.173 0.863
H 0.539 2.378 1.435
C -4.600 1.742 -3.865
H -5.419 1.110 -3.569
H 0.382 -6.246 0.535
H 4.034 -0.392 -5.481
H -2.627 5.475 -1.195
H 1.126 -0.127 5.463
O -0.373 -3.060 1.066
H 3.566 -0.439 -0.559
H -4.641 5.951 0.279
H -5.152 -2.044 3.585
C 1.511 -1.134 5.488
C 0.009 -2.964 -3.635
H -0.143 -2.441 5.709
H 0.187 -1.537 7.269
H -3.057 -3.123 3.842
H -4.144 -0.123 5.623
H 1.033 -1.186 -4.421
H 3.333 -0.448 6.536
H 1.610 2.494 -5.799
C 2.437 -2.754 -3.467
H 0.114 0.212 2.752
H 2.508 5.632 0.486
H -4.877 2.248 -4.793
H 5.827 -1.880 2.184
C 4.969 -1.158 2.281
H 3.407 -3.301 7.017
H 1.766 -4.712 -4.388
C 0.362 1.264 -0.394
C 0.193 -5.196 0.293
H -2.348 2.579 1.005
H 2.501 -0.412 -6.210
O -0.923 0.713 -0.340
C 0.862 1.414 1.060
C 0.010 4.717 0.041
H 3.174 -2.729 -4.265
C -3.228 2.983 0.443
H -3.856 0.560 2.682
H 2.605 3.883 0.162
H -2.875 0.790 4.874
H -0.916 -2.584 -3.156
H -1.850 0.128 -2.751
C 0.173 0.203 1.653
H -5.360 0.323 3.483
C -4.452 4.942 -0.037
H 2.365 -2.120 0.686
C -1.165 -4.856 -0.276
O -2.833 3.423 -0.876
O -1.731 0.191 -5.337
C 0.621 -2.046 6.359
H 1.263 5.618 -2.695
H -4.524 3.863 1.901
H -4.501 2.597 -3.193
C 3.371 1.369 -3.610
H 1.980 1.419 0.974
H 3.617 0.918 -6.654
C 4.226 -1.130 0.007
C 0.852 4.744 -2.249
H -1.393 -0.894 0.818
H -4.002 2.215 0.304
H 0.770 -0.691 1.431
*
```

Computed properties:
LUMO energy: 0.586 eV
Gap between HOMO and LUMO: 9.62 eV
Max |F|: 2.76 eV/Å
Energy relative to the best compared isomer or geometry (same formula, charge and spin): 110.3 kJ/mol
SMILES string: CN(C)C=O.CN(C)C=O.CN(C)C=O.C1CCOC1.C1CCOC1.C1CCOC1.C1CCOC1.C1CCOC1.C1CCOC1.C1CCOC1



No. 3
A single C2HCl3OS molecule at a distorted geometry, computed with wB97M-V/def2-TZVPD.

The geometry in ORCA input format:
```
! wB97M-V def2-TZVPD RIJCOSX def2/J DEFGRID3
* xyz 0 1
H 0.299 -0.622 2.120
O -1.482 -0.202 -1.731
C 0.001 0.579 0.324
Cl 1.314 -0.017 -1.998
Cl 0.007 -2.145 0.634
S -0.439 0.753 -1.399
C 0.079 -0.533 1.132
Cl 0.221 2.186 0.919
*
```

Computed properties:
LUMO energy: -0.428 eV
Gap between HOMO and LUMO: 9.41 eV
Max |F|: 4.31 eV/Å
Energy relative to the best compared isomer or geometry (same formula, charge and spin): 103.7 kJ/mol



No. 4
A molecular structure, C5H8N2, computed with wB97M-V/def2-TZVPD.

The geometry in ORCA input format:
```
! wB97M-V def2-TZVPD RIJCOSX def2/J DEFGRID3
* xyz 0 1
C 0.893 -1.187 -0.213
H -1.311 -1.136 -0.549
N -1.032 -0.294 0.252
H 1.807 2.132 -0.738
H -2.781 0.798 0.584
H 1.717 -1.853 -0.440
H -1.907 0.280 2.056
C -0.333 -1.597 0.288
H 2.311 0.862 -1.873
C 2.061 1.074 -0.828
N -0.254 0.772 -0.101
H -2.815 -0.926 1.109
C 0.917 0.223 -0.376
H 2.950 0.865 -0.226
C -2.222 -0.013 1.053
*
```

Computed properties:
LUMO energy: 1.002 eV
Gap between HOMO and LUMO: 10.03 eV
Max |F|: 0.44 eV/Å
Energy relative to the best compared isomer or geometry (same formula, charge and spin): 399.3 kJ/mol



No. 5
A molecular structure, C2H2N2S at a distorted geometry, computed with wB97M-V/def2-TZVPD.

The geometry in ORCA input format:
```
! wB97M-V def2-TZVPD RIJCOSX def2/J DEFGRID3
* xyz 0 1
S 0.369 -1.552 0.010
C -0.137 -0.324 1.097
C -0.067 0.645 -0.906
N -0.222 0.868 0.529
H -0.163 -0.582 2.188
H -0.057 1.469 -1.597
N 0.277 -0.523 -1.321
*
```

Computed properties:
LUMO energy: 0.614 eV
Gap between HOMO and LUMO: 10.90 eV
Max |F|: 2.88 eV/Å
Energy relative to the best compared isomer or geometry (same formula, charge and spin): 17.1 kJ/mol



No. 6
A molecular structure, C35H53BiN2O2S2Si4Te at a distorted geometry, computed with wB97M-V/def2-TZVPD.

The geometry in ORCA input format:
```
! wB97M-V def2-TZVPD RIJCOSX def2/J DEFGRID3
* xyz 2 1
H 6.602 0.599 -2.759
Si 2.345 -1.576 3.537
H 5.575 -1.636 -2.322
H -0.283 5.326 -2.910
H -3.410 1.609 2.708
C -2.487 -2.238 -2.388
C 4.967 -0.746 -2.393
C -0.929 -4.166 -0.685
C -1.611 0.223 5.362
H -5.151 -0.070 -2.946
C 1.836 4.914 -2.892
H -4.378 -2.304 -3.423
N 1.080 2.287 -2.567
H 3.036 -2.217 5.839
S -3.263 1.150 -2.315
H -2.385 -2.269 3.491
C -1.619 -5.359 -0.518
H 1.191 4.616 3.209
S -0.196 -3.810 -2.285
C 4.005 -1.086 2.772
C 2.788 3.915 -2.807
H 2.935 -3.953 3.522
Te 1.032 1.077 0.437
C -1.786 -3.377 -3.108
H -2.372 -4.297 -3.121
H 3.837 4.168 -2.842
C 2.083 -3.399 3.119
H 3.087 -1.760 -2.049
H 0.759 2.129 6.016
C 2.392 2.592 -2.656
Si 1.694 2.233 3.687
C 3.341 1.471 -2.572
C -4.148 2.278 -4.619
C 0.158 3.250 -2.670
H 2.038 -3.602 2.049
H -2.911 -2.593 -1.448
N 2.816 0.257 -2.328
H 2.413 1.519 5.985
C -3.121 1.524 -4.066
H 4.708 -1.918 2.821
O -1.880 0.795 -1.807
H -1.663 -6.088 -1.319
H -3.690 -1.121 3.254
H 3.890 -0.800 1.724
H -2.798 -6.523 0.838
H -4.921 3.149 -6.416
C -4.235 -0.408 -2.458
H -0.278 3.773 3.683
C -2.320 1.646 2.659
H 4.450 -0.242 3.300
O 0.554 -2.505 -2.143
C 3.600 -0.824 -2.245
C 0.490 4.576 -2.838
Bi 0.534 0.094 -2.036
H -3.065 2.323 -7.820
C 0.636 3.683 3.095
H -2.669 -4.861 2.659
H -4.956 2.636 -3.990
C -2.059 1.082 -4.838
C -3.076 2.106 -6.760
H -2.029 1.707 1.607
H -1.379 -2.766 2.337
H -4.470 -0.688 -1.429
H -0.257 -2.330 0.187
H -1.114 1.121 5.731
C 3.454 2.438 3.026
C 1.744 2.273 5.571
H -1.998 2.568 3.144
H -1.256 0.510 -4.389
C -1.463 -3.491 1.540
C -2.177 -4.666 1.714
H -3.210 -1.233 -4.171
H 2.112 3.248 5.899
H -2.638 -1.537 1.900
Si -1.567 0.119 3.479
H -1.745 -1.487 -2.138
C 4.714 1.611 -2.735
C -2.658 -1.346 2.975
C -2.250 -5.602 0.691
H 5.144 2.579 -2.944
C 5.532 0.499 -2.639
C -0.828 -3.239 0.334
H 4.165 1.853 3.611
C -2.040 1.376 -6.194
H 2.137 5.947 -2.994
C 2.350 -1.477 5.422
H -1.223 1.027 -6.812
H -1.520 -3.113 -4.134
H 0.355 3.585 2.044
H -2.643 0.247 5.719
C -4.125 2.565 -5.975
H -1.124 -0.640 5.821
H 3.537 2.129 1.983
H 1.358 -1.683 5.828
H 3.758 3.484 3.093
H -0.869 2.925 -2.584
C -3.596 -1.572 -3.209
H 1.186 -3.810 3.583
Si 0.760 0.116 2.916
H 2.661 -0.498 5.787
*
```

Computed properties:
LUMO energy: -5.958 eV
Gap between HOMO and LUMO: 6.60 eV
Max |F|: 1.39 eV/Å
Energy relative to the best compared isomer or geometry (same formula, charge and spin): 76.8 kJ/mol



Question: Which of these has the lowest max |F|?
Answer: C8H14I2MoN3O3S